ORCA calculation (ωB97M-V with the def2-TZVPD basis set) on a molecular structure, C33H47BN10O4RuSSe2.

## Properties
Charge: -1
ΔE to the lowest compared entry with this formula, charge and spin in kcal per mole: 0.0
Spin multiplicity: 6
E_LUMO (alpha / beta) in Eh: 0.092 / 0.053
HOMO energy (alpha / beta) in eV: -4.1638 / -5.1853
Electronic energy in a.u.: -7455.170830

```
99
Properties=species:S:1:pos:R:3:lowdin_spin:R:1
Ru -0.03 0.49 -0.91 3.654
C 2.86 2.23 -4.19 0.003
C 2.67 0.82 -3.65 0.001
C 3.84 -0.09 -4.03 0.001
C 1.37 0.23 -4.13 0.002
C 1.07 -0.20 -5.43 0.002
C -0.22 -0.66 -5.35 0.000
N -0.64 -0.50 -4.09 0.005
N 0.33 0.05 -3.33 0.077
B -2.00 -0.93 -3.54 0.000
N -2.77 0.31 -3.02 0.002
C -4.07 0.55 -3.25 0.002
C -4.41 1.70 -2.57 0.002
C -3.23 2.11 -1.94 0.004
N -2.24 1.26 -2.22 0.051
C -3.10 3.33 -1.07 0.000
C -4.01 3.23 0.16 0.000
C -1.67 3.63 -0.65 0.009
N -1.85 -1.99 -2.42 0.004
C -2.56 -3.13 -2.33 0.001
C -2.27 -3.72 -1.12 0.002
C -1.36 -2.84 -0.50 0.003
N -1.11 -1.81 -1.31 0.062
C -0.75 -2.99 0.86 -0.001
C 0.27 -4.13 0.88 0.004
C -1.82 -3.22 1.92 0.000
H 3.81 2.65 -3.85 0.000
H 2.87 2.23 -5.28 0.000
H 2.06 2.89 -3.85 0.003
H 2.59 0.86 -2.57 0.001
H 3.94 -0.17 -5.11 0.000
H 4.77 0.32 -3.63 0.000
H 3.70 -1.09 -3.63 0.001
H 1.71 -0.18 -6.30 0.000
H -0.87 -1.10 -6.09 0.000
H -2.65 -1.42 -4.42 0.000
H -4.65 -0.10 -3.88 0.000
H -5.37 2.19 -2.55 0.000
H -3.45 4.17 -1.68 0.000
H -3.67 2.43 0.82 0.000
H -3.97 4.16 0.73 0.000
H -5.04 3.04 -0.12 0.000
H -1.31 2.88 0.06 0.005
H -0.99 3.65 -1.51 0.001
H -1.61 4.59 -0.14 0.001
H -3.21 -3.43 -3.14 0.000
H -2.67 -4.64 -0.73 0.000
H -0.23 -2.06 1.09 0.000
H -0.22 -5.08 0.66 0.000
H 1.06 -3.96 0.15 0.004
H 0.73 -4.21 1.87 0.000
H -2.36 -4.15 1.74 0.000
H -1.37 -3.28 2.91 0.000
H -2.55 -2.41 1.94 0.000
N 0.19 -3.43 6.51 0.000
C 0.13 -2.20 5.83 0.000
C 0.82 -2.02 4.63 0.000
C 0.71 -0.83 3.94 0.000
C -0.07 0.20 4.44 0.000
C -0.77 0.03 5.62 0.000
C -0.67 -1.16 6.32 0.000
S -0.19 1.72 3.52 0.002
O 1.15 2.27 3.47 0.002
O -1.18 2.55 4.17 0.002
N -0.55 1.24 2.04 0.018
C -1.72 0.63 1.82 0.007
N -2.63 0.40 2.79 0.004
C -3.79 -0.10 2.43 0.002
C -4.11 -0.44 1.13 0.003
C -3.10 -0.27 0.20 0.007
N -1.92 0.24 0.52 0.070
H 1.03 -3.95 6.32 0.000
H 0.02 -3.36 7.50 0.000
H 1.42 -2.83 4.24 0.000
H 1.24 -0.70 2.99 0.001
H -1.40 0.83 5.97 0.000
H -1.22 -1.30 7.24 0.000
H -4.51 -0.27 3.24 0.000
H -5.07 -0.85 0.85 0.000
H -3.24 -0.57 -0.83 0.000
O 6.02 1.30 -0.92 0.001
C 5.43 1.26 0.38 0.003
C 3.92 1.04 0.28 0.010
C 3.38 1.01 1.71 0.004
O 3.66 2.22 2.38 0.002
C 3.37 2.21 -0.52 0.062
Se 1.43 2.49 -0.61 0.447
C 3.71 -0.32 -0.38 0.049
Se 1.92 -1.12 -0.45 0.362
H 6.94 1.56 -0.83 0.000
H 5.61 2.19 0.92 0.000
H 5.87 0.43 0.96 0.000
H 3.85 0.17 2.23 0.000
H 2.31 0.82 1.68 0.002
H 2.83 2.47 2.81 0.000
H 3.76 2.19 -1.53 0.007
H 3.71 3.13 -0.05 0.007
H 4.29 -1.06 0.18 0.010
H 4.10 -0.31 -1.39 0.005
```